[1]
Entry from the OMol25 dataset: a single C5H10O molecule (ωB97M-V/def2-TZVPD).

The maximum force comes out at 0.65 eV Å⁻¹. The lowest unoccupied orbital energy (spin up / spin down) is 1.02 / 0.98 eV. As for the charge: 0. Its spin multiplicity is 1. The electronic energy comes out at -271.63233 Eh. For the HOMO-LUMO gap (spin up / spin down), the calculation gives 0.2816 / 0.2953 hartree. The energy relative to the best compared isomer or geometry (same formula, charge and spin) is 3.273 eV.

Last column: Löwdin charge in e.
Geometry (Å):
C: -1.87441 -0.06309 -1.11724  -0.097
C: -0.65482 0.84403 -0.89434  -0.195
C: 0.33295 0.27742 0.07495  -0.363
C: 0.41929 0.57400 1.51815  -0.048
C: 2.09438 -1.26322 0.25065  -0.045
O: 1.16516 -0.58815 -0.40592  -0.054
H: -2.40043 -0.25416 -0.17575  0.074
H: -1.56111 -1.02995 -1.52433  0.075
H: -2.58322 0.39006 -1.81890  0.069
H: -0.98537 1.82087 -0.52156  0.110
H: -0.15854 1.02264 -1.85635  0.115
H: 1.47078 0.80335 1.77429  0.091
H: -0.21635 1.41784 1.79336  0.083
H: 0.14965 -0.29104 2.14884  0.092
H: 2.01532 -1.35434 1.32539  0.041
H: 2.60887 -1.98568 -0.36535  0.050

Force components x, y, z for each atom (eV/Å):
-0.066 -0.080 0.003
0.059 0.056 0.038
-0.385 0.395 0.328
0.018 0.047 0.055
0.265 -0.313 0.293
0.045 -0.173 -0.629
0.059 0.051 -0.114
-0.039 0.134 0.042
0.105 -0.054 0.096
0.038 -0.130 -0.046
-0.023 -0.040 0.119
-0.141 0.010 -0.018
0.064 -0.125 -0.045
0.014 0.087 -0.093
0.053 0.029 -0.118
-0.067 0.107 0.091

[2]
Entry from the OMol25 dataset: 2 unconnected molecules or ions with the total composition C5H10O (ωB97M-V/def2-TZVPD).

The maximum force comes out at 0.46 eV Å⁻¹. The lowest unoccupied orbital energy is 1.06 eV. As for the charge: 0. Its spin multiplicity is 1. The electronic energy comes out at -271.62117 Eh. For the HOMO-LUMO gap, the calculation gives 0.3708 hartree. The energy relative to the best compared isomer or geometry (same formula, charge and spin) is 3.577 eV.

Last column: Löwdin charge in e.
Geometry (Å):
C: -1.06783 -1.14964 0.72453  -0.090
C: -0.20943 -0.16808 1.51865  -0.315
C: 0.05923 1.25750 1.14084  -0.043
C: 1.07379 0.45937 1.06369  -0.049
H: -0.74226 -2.18279 0.90402  0.074
H: -2.11155 -1.08231 1.05459  0.073
H: -1.07364 -0.97863 -0.35726  0.047
H: -0.27052 -0.39331 2.58780  0.107
H: -0.28640 2.27614 1.16522  0.095
H: 2.13630 0.32772 0.95743  0.105
C: 0.25702 0.53935 -1.97255  -0.166
O: 1.31311 -0.17027 -1.35633  -0.140
H: -0.19333 -0.06528 -2.76554  0.083
H: 0.69849 1.44124 -2.40113  0.087
H: -0.54321 0.86692 -1.28834  0.061
H: 0.97106 -0.99205 -0.97971  0.070

Force components x, y, z for each atom (eV/Å):
0.000 -0.002 -0.029
-0.160 -0.233 0.287
0.256 -0.036 0.250
-0.108 0.305 0.327
-0.026 0.154 -0.023
0.144 -0.013 -0.034
0.056 0.047 0.192
-0.078 -0.018 -0.022
-0.101 -0.068 -0.106
-0.132 0.013 -0.055
-0.080 0.116 -0.299
-0.031 -0.279 -0.229
-0.041 0.151 -0.065
-0.045 -0.147 -0.061
0.345 -0.177 0.016
0.000 0.188 -0.150

[3]
Entry from the OMol25 dataset: 2 unconnected molecules or ions with the total composition C5H10O (ωB97M-V/def2-TZVPD).

The maximum force comes out at 0.50 eV Å⁻¹. The lowest unoccupied orbital energy is 0.97 eV. As for the charge: 0. Its spin multiplicity is 1. The electronic energy comes out at -271.69948 Eh. For the HOMO-LUMO gap, the calculation gives 0.3838 hartree. The energy relative to the best compared isomer or geometry (same formula, charge and spin) is 1.446 eV.

Last column: Löwdin charge in e.
Geometry (Å):
C: -0.61864 0.22233 1.37646  0.003
C: -0.76583 0.12595 0.05384  -0.449
C: -0.59524 1.30723 -0.86240  -0.074
C: -1.07387 -1.17824 -0.62857  -0.071
H: -0.38806 1.17158 1.85601  0.063
H: -0.73864 -0.64208 2.02601  0.063
H: -0.37134 2.22518 -0.31035  0.076
H: -1.50445 1.47446 -1.45363  0.082
H: 0.22024 1.11736 -1.57273  0.082
H: -1.98073 -1.09275 -1.24070  0.082
H: -1.21865 -1.99016 0.09015  0.077
H: -0.25078 -1.45301 -1.30119  0.078
C: 2.31635 -0.32024 0.49637  -0.165
O: 2.38353 -0.80440 -0.60581  -0.018
H: 2.37799 0.77275 0.66607  0.086
H: 2.20814 -0.93596 1.41048  0.084

Force components x, y, z for each atom (eV/Å):
-0.049 0.003 -0.094
0.013 0.013 0.144
0.019 0.048 0.004
-0.005 -0.050 0.022
-0.041 -0.118 -0.095
0.000 0.108 -0.115
-0.031 -0.148 -0.063
0.135 -0.048 0.079
-0.112 0.015 0.094
0.146 0.010 0.079
0.033 0.130 -0.091
-0.105 0.051 0.091
0.033 -0.109 -0.271
-0.022 0.199 0.463
-0.021 -0.108 -0.089
0.007 0.003 -0.156

[4]
Entry from the OMol25 dataset: a molecular structure, C5H10O (ωB97M-V/def2-TZVPD).

The maximum force comes out at 0.43 eV Å⁻¹. The lowest unoccupied orbital energy is 1.17 eV. As for the charge: 0. Its spin multiplicity is 1. The electronic energy comes out at -271.69808 Eh. For the HOMO-LUMO gap, the calculation gives 0.3992 hartree. The energy relative to the best compared isomer or geometry (same formula, charge and spin) is 1.484 eV.

Last column: Löwdin charge in e.
Geometry (Å):
C: -0.35008 -0.58179 1.94922  -0.102
C: -0.68759 -0.53277 0.46027  -0.241
C: -0.10534 0.67826 -0.27176  -0.265
C: -0.32443 0.48970 -1.77169  -0.163
O: 0.83782 -0.36377 -1.83035  -0.129
C: 1.33308 0.28823 -0.64017  -0.162
H: -0.98808 0.10653 2.51313  0.071
H: 0.69224 -0.29833 2.14512  0.071
H: -0.49792 -1.58567 2.35962  0.071
H: -1.77137 -0.60380 0.30899  0.114
H: -0.25752 -1.38079 -0.08717  0.115
H: -0.31844 1.65432 0.17992  0.142
H: -0.14698 1.39334 -2.37026  0.119
H: -1.25929 0.01089 -2.08740  0.122
H: 2.00517 1.10454 -0.92792  0.119
H: 1.83871 -0.37887 0.07046  0.119

Force components x, y, z for each atom (eV/Å):
-0.027 0.016 0.024
-0.105 0.019 -0.013
-0.007 -0.021 0.051
-0.255 0.101 -0.155
0.219 0.069 -0.259
0.266 0.064 0.209
0.107 -0.053 -0.040
-0.154 -0.069 -0.095
-0.014 0.145 -0.047
0.070 0.146 0.097
-0.187 -0.101 0.369
0.069 -0.235 -0.043
-0.109 -0.043 0.098
0.250 -0.087 -0.025
-0.109 0.064 0.153
-0.014 -0.015 -0.325

[5]
Entry from the OMol25 dataset: a molecular structure, C5H10O in a non-equilibrium geometry (ωB97M-V/def2-TZVPD).

The maximum force comes out at 7.34 eV Å⁻¹. The lowest unoccupied orbital energy is 1.06 eV. As for the charge: 0. Its spin multiplicity is 1. The electronic energy comes out at -271.58322 Eh. For the HOMO-LUMO gap, the calculation gives 0.3968 hartree. The energy relative to the best compared isomer or geometry (same formula, charge and spin) is 4.609 eV.

Last column: Löwdin charge in e.
Geometry (Å):
C: -1.68772 -1.03761 0.18154  -0.132
C: 0.08237 0.43296 -0.49262  -0.524
C: 1.12249 -0.19658 0.29006  -0.176
C: 2.35910 -0.46156 -0.22072  -0.020
C: -0.53933 1.64379 0.07755  -0.071
H: -2.60594 -0.51868 0.40208  0.055
H: -0.89848 -1.34136 0.97685  0.081
H: -2.19633 -2.20952 -0.13127  0.150
H: 0.39929 0.51843 -1.56117  0.166
H: 1.12744 -0.80827 1.50903  0.197
H: 2.58667 -0.28372 -1.24197  0.026
H: 3.32869 -1.05739 0.27143  0.116
H: -1.01185 1.48691 1.18957  0.131
H: -1.45543 2.01713 -0.60044  0.135
H: 0.30280 2.32570 0.25055  0.076
O: -0.91377 -0.51020 -0.90049  -0.209

Force components x, y, z for each atom (eV/Å):
0.902 -4.876 -0.774
-1.792 -1.126 -2.314
4.907 -3.770 3.940
0.879 -1.525 1.735
-2.581 1.324 1.877
0.216 0.777 0.622
-2.144 0.870 -0.582
1.761 3.364 0.446
0.955 1.177 1.052
-0.901 2.608 -3.719
0.029 0.661 -0.908
-3.161 1.694 -0.740
1.161 0.020 -2.686
2.438 -0.507 1.442
-0.667 0.587 -0.311
-2.000 -1.278 0.920

[6]
Entry from the OMol25 dataset: 2 unconnected molecules or ions with the total composition C5H10O in a non-equilibrium geometry (ωB97M-V/def2-TZVPD).

The maximum force comes out at 2.14 eV Å⁻¹. The lowest unoccupied orbital energy is 0.82 eV. As for the charge: 0. Its spin multiplicity is 1. The electronic energy comes out at -271.65572 Eh. For the HOMO-LUMO gap, the calculation gives 0.3751 hartree. The energy relative to the best compared isomer or geometry (same formula, charge and spin) is 2.637 eV.

Last column: Löwdin charge in e.
Geometry (Å):
C: -0.44861 -2.11762 0.24596  0.002
C: -0.38650 -0.80138 0.08894  -0.210
C: 0.78100 -0.08119 -0.53838  -0.265
C: 1.90514 0.33135 0.42676  -0.109
H: 0.26738 -2.77278 -0.22249  0.060
H: -1.32248 -2.54561 0.73043  0.058
H: -1.42945 -0.57670 -0.04183  0.070
H: 1.20566 -0.77525 -1.27492  0.107
H: 0.43514 0.79976 -1.08859  0.088
H: 2.30062 -0.53170 0.97379  0.071
H: 1.56907 1.06765 1.16594  0.065
H: 2.73810 0.77784 -0.13144  0.070
C: -1.90478 1.80966 -0.07886  -0.171
O: -2.08657 1.64535 -1.25819  -0.010
H: -0.95539 2.21765 0.32143  0.085
H: -2.66835 1.55298 0.68146  0.089

Force components x, y, z for each atom (eV/Å):
0.343 -0.506 0.053
-0.220 -0.925 -1.047
-0.040 -0.030 -0.165
-0.040 -0.020 0.066
0.649 -0.413 0.708
0.013 -0.177 -0.478
-0.288 1.891 0.967
0.056 0.177 -0.005
0.025 -0.157 0.026
-0.131 0.105 -0.086
-0.018 -0.121 -0.103
-0.209 -0.080 0.091
-0.081 0.016 -0.322
0.017 0.214 0.525
-0.089 -0.019 -0.088
0.014 0.045 -0.142

[7]
Entry from the OMol25 dataset: a single C5H10O molecule (ωB97M-V/def2-TZVPD).

The maximum force comes out at 0.32 eV Å⁻¹. The lowest unoccupied orbital energy is 1.18 eV. As for the charge: 0. Its spin multiplicity is 1. The electronic energy comes out at -271.69318 Eh. For the HOMO-LUMO gap, the calculation gives 0.4019 hartree. The energy relative to the best compared isomer or geometry (same formula, charge and spin) is 1.617 eV.

Last column: Löwdin charge in e.
Geometry (Å):
C: -1.97191 -1.48704 0.42633  -0.124
O: -0.62759 -1.33332 0.05961  -0.188
C: 0.05713 -0.34106 0.79455  -0.217
C: 1.21242 0.17465 -0.02854  -0.273
C: 1.34109 1.65773 -0.25989  -0.123
C: 0.86911 0.76099 -1.36475  -0.120
H: -2.47780 -0.51049 0.50152  0.086
H: -2.45593 -2.06964 -0.36230  0.088
H: -2.09789 -2.01392 1.38488  0.087
H: -0.62988 0.49397 1.01391  0.120
H: 0.40248 -0.73964 1.76255  0.129
H: 2.13847 -0.39224 0.03767  0.136
H: 2.33745 2.08357 -0.32962  0.096
H: 0.61016 2.30734 0.21615  0.098
H: -0.18557 0.77579 -1.62660  0.105
H: 1.53247 0.56547 -2.20149  0.101

Force components x, y, z for each atom (eV/Å):
-0.310 -0.058 0.044
0.046 -0.045 -0.062
0.102 0.254 0.086
0.034 -0.139 0.085
0.063 0.173 0.093
-0.053 -0.023 -0.188
0.070 -0.156 -0.021
0.049 0.042 0.158
0.084 0.082 -0.102
0.066 -0.112 -0.066
-0.063 0.038 -0.153
-0.173 0.078 -0.026
-0.145 -0.088 0.016
0.127 -0.122 -0.072
0.176 0.026 0.052
-0.074 0.051 0.154

[8]
Entry from the OMol25 dataset: 2 unconnected molecules or ions with the total composition C5H10O in a non-equilibrium geometry (ωB97M-V/def2-TZVPD).

The maximum force comes out at 1.74 eV Å⁻¹. The lowest unoccupied orbital energy is 1.02 eV. As for the charge: 0. Its spin multiplicity is 1. The electronic energy comes out at -271.64529 Eh. For the HOMO-LUMO gap, the calculation gives 0.3847 hartree. The energy relative to the best compared isomer or geometry (same formula, charge and spin) is 2.920 eV.

Last column: Löwdin charge in e.
Geometry (Å):
C: -1.83413 0.85436 0.87532  -0.062
C: -0.92589 0.00275 -0.19092  -0.157
C: -0.02040 -0.11178 0.94332  -0.440
O: 0.81604 0.71137 1.24478  -0.006
H: -1.74113 0.73727 1.98026  0.096
H: -2.84196 0.58726 0.62417  0.064
H: -1.56314 1.89469 0.69470  0.088
H: -1.40624 -0.91169 -0.57713  0.120
H: -0.64283 0.66901 -1.01013  0.108
H: -0.32211 -0.95242 1.60083  0.141
C: 1.33789 -0.89875 -1.44982  -0.118
C: 2.16022 -0.26608 -0.62149  -0.093
H: 0.92615 -0.40974 -2.32880  0.057
H: 1.06001 -1.93967 -1.29981  0.062
H: 2.41401 0.78362 -0.73945  0.071
H: 2.58350 -0.75020 0.25418  0.068

Force components x, y, z for each atom (eV/Å):
-0.829 0.134 -0.767
-1.020 0.917 1.067
1.020 -0.312 0.141
-0.147 -0.244 0.450
0.276 -0.525 -0.949
-0.778 0.482 -0.017
-0.375 -0.059 -0.087
0.169 0.401 0.587
0.045 -0.147 0.487
0.453 -0.058 0.154
0.747 -0.139 -0.303
0.369 -0.320 -0.544
0.037 -0.059 0.123
0.074 0.118 -0.026
-0.009 -0.207 -0.094
-0.035 0.021 -0.223